# 1
{
  "formula": "C5H15N2O",
  "method": "wB97M-V/def2-TZVPD",
  "elements": ["C", "C", "C", "C", "C", "N", "N", "H", "H", "H", "H", "H", "H", "H", "H", "H", "H", "H", "H", "H", "H", "H", "O"],
  "coordinates": [[2.62, -0.63, -0.03], [1.30, 0.12, 0.35], [0.70, 0.82, -0.92], [-0.58, 1.57, -0.66], [-2.62, 0.69, -1.61], [-1.60, 0.56, -0.88], [0.32, -1.05, 0.74], [2.94, -1.22, 0.87], [3.47, -0.03, -0.24], [2.52, -1.31, -0.91], [1.42, 0.76, 1.21], [1.52, 1.53, -1.36], [0.69, 0.07, -1.78], [-0.70, 2.23, 0.19], [-0.69, 2.28, -1.47], [-3.29, -0.19, -1.76], [-3.00, 1.52, -2.20], [-0.04, -1.18, 1.70], [0.73, -1.94, 0.46], [-0.46, -0.96, 0.07], [-1.28, -0.69, 3.21], [-2.39, -1.43, 2.22], [-1.60, -1.54, 2.79]],
  "lowdin_charge": [-0.059, -0.265, -0.166, -0.224, -0.014, -0.075, 0.190, 0.096, 0.077, 0.103, 0.141, 0.155, 0.145, 0.131, 0.110, 0.091, 0.086, 0.115, 0.154, 0.116, 0.092, 0.069, -0.069],
  "orbital_gap_ev": 10.5705,
  "lumo_ev": -2.911,
  "charge": 1,
  "spin_multiplicity": 1
}

=====

# 2
{
  "formula": "C5H5NO",
  "method": "wB97M-V/def2-TZVPD",
  "elements": ["N", "C", "C", "C", "C", "C", "O", "H", "H", "H", "H", "H"],
  "coordinates": [[2.29, 0.67, -0.75], [1.43, -0.07, -0.95], [0.23, -0.83, -0.72], [-1.12, -0.16, -0.74], [-0.39, -0.29, 0.57], [0.27, 0.90, 1.28], [-0.23, 1.45, 2.22], [0.24, -1.89, -0.96], [-1.24, 0.80, -1.25], [-1.96, -0.83, -0.90], [-0.78, -1.00, 1.29], [1.25, 1.25, 0.91]],
  "lowdin_charge": [0.161, -0.191, -0.223, -0.048, -0.167, -0.211, 0.067, 0.139, 0.120, 0.114, 0.146, 0.093],
  "orbital_gap_ev": 10.5457,
  "lumo_ev": 0.632,
  "spin_multiplicity": 1,
  "smiles": "N#C[C@@H]1C[C@@H]1C=O"
}

=====

# 3
{
  "formula": "C4H9N2O2",
  "method": "wB97M-V/def2-TZVPD",
  "elements": ["N", "C", "O", "O", "H", "H", "N", "C", "C", "C", "H", "H", "H", "H", "H", "H", "H"],
  "coordinates": [[2.49, -2.62, 0.03], [1.27, -1.91, 0.05], [0.98, -1.36, 1.16], [0.63, -1.86, -1.02], [2.73, -2.96, 0.95], [2.60, -3.29, -0.71], [0.47, 1.52, 0.82], [-0.34, 1.51, -0.43], [-2.81, 1.30, -0.18], [-1.59, 0.74, -0.19], [1.28, 2.12, 0.68], [0.81, 0.58, 1.07], [0.23, 1.00, -1.22], [-0.50, 2.55, -0.72], [-3.66, 0.66, 0.00], [-3.03, 2.35, -0.30], [-1.57, -0.32, 0.01]],
  "lowdin_charge": [0.075, -0.848, -0.124, -0.092, 0.051, 0.054, -0.018, -0.297, -0.035, -0.177, 0.037, 0.025, 0.097, 0.095, 0.029, 0.035, 0.092],
  "orbital_gap_ev": 8.3451,
  "lumo_ev": 4.024,
  "charge": -1,
  "spin_multiplicity": 1
}

=====

# 4
{
  "formula": "C21H35BrN4O15S3",
  "method": "wB97M-V/def2-TZVPD",
  "elements": ["H", "N", "C", "N", "N", "C", "C", "C", "C", "C", "C", "C", "C", "N", "C", "O", "C", "Br", "C", "C", "C", "O", "C", "O", "H", "H", "H", "H", "H", "H", "H", "H", "H", "H", "H", "H", "H", "H", "H", "H", "H", "H", "H", "H", "H", "H", "O", "S", "O", "O", "C", "C", "O", "H", "H", "H", "H", "O", "S", "O", "O", "C", "C", "O", "H", "H", "H", "H", "O", "S", "O", "O", "C", "C", "O", "H", "H", "H", "H"],
  "coordinates": [[0.09, -2.39, 5.19], [-0.08, -1.38, 5.02], [-1.24, -0.95, 5.67], [-2.04, -1.91, 6.54], [-1.63, 0.50, 5.48], [-2.89, 0.61, 4.64], [-2.77, -0.23, 3.20], [-1.47, 0.26, 2.33], [-0.60, -1.00, 1.66], [-0.09, -0.64, 0.11], [-0.12, -1.69, -0.98], [-0.60, -3.25, -0.75], [0.29, -4.37, -1.53], [-0.61, -5.48, -2.12], [0.38, -1.24, -2.51], [-0.24, -1.67, -3.62], [1.70, -0.22, -2.52], [3.09, -0.50, -3.94], [1.74, 0.82, -1.44], [2.98, 1.90, -1.36], [3.67, 1.90, 0.13], [3.62, 3.28, 0.65], [0.48, 0.84, -0.33], [0.04, 2.02, 0.10], [-2.95, -2.18, 6.10], [-1.47, -2.74, 6.80], [-0.84, 1.06, 5.09], [-3.12, 1.76, 4.46], [-3.78, 0.19, 5.30], [-2.84, -1.39, 3.38], [-3.75, 0.07, 2.60], [-1.90, 0.85, 1.39], [-0.69, 0.91, 2.91], [-1.38, -1.91, 1.61], [0.28, -1.36, 2.35], [-1.75, -3.39, -1.05], [-0.56, -3.54, 0.41], [1.09, -4.83, -0.77], [0.92, -3.97, -2.44], [-0.91, -6.05, -1.29], [-1.41, -4.96, -2.53], [3.83, 1.71, -2.14], [2.50, 2.95, -1.66], [3.09, 1.15, 0.83], [4.78, 1.52, 0.07], [3.93, 3.93, -0.07], [-4.90, 1.73, 2.39], [-5.37, 3.10, 2.36], [-6.65, 3.50, 2.90], [-5.27, 3.64, 0.83], [-4.42, 4.79, 0.79], [-3.45, 4.62, 1.95], [-4.21, 4.05, 3.00], [-5.05, 5.68, 0.93], [-3.91, 4.85, -0.18], [-3.00, 5.57, 2.26], [-2.65, 3.91, 1.69], [-4.01, -6.73, -4.64], [-4.48, -5.36, -4.67], [-5.76, -4.96, -4.13], [-4.38, -4.82, -6.20], [-3.53, -3.67, -6.24], [-2.56, -3.84, -5.08], [-3.33, -4.41, -4.03], [-4.16, -2.78, -6.10], [-3.02, -3.60, -7.21], [-2.11, -2.89, -4.77], [-1.76, -4.55, -5.34], [5.89, 4.17, -0.89], [6.95, 3.38, -0.30], [6.79, 2.62, 0.91], [8.27, 4.33, -0.15], [9.35, 3.77, -0.88], [8.71, 2.98, -2.02], [7.54, 2.39, -1.46], [9.91, 3.10, -0.21], [10.02, 4.55, -1.24], [9.38, 2.21, -2.42], [8.40, 3.65, -2.83]],
  "lowdin_charge": [0.027, 0.063, -0.369, 0.049, -0.038, -0.208, -0.187, -0.185, -0.137, -0.030, -0.035, -0.141, -0.262, -0.034, -0.201, -0.049, -0.469, 0.646, -0.100, -0.124, -0.214, -0.145, -0.144, -0.017, 0.075, 0.080, 0.100, 0.123, 0.125, 0.105, 0.087, 0.114, 0.110, 0.103, 0.110, 0.133, 0.116, 0.128, 0.110, 0.069, 0.040, 0.089, 0.145, 0.136, 0.106, 0.083, -0.257, 0.688, -0.226, -0.189, -0.171, -0.169, -0.200, 0.133, 0.139, 0.139, 0.131, -0.236, 0.677, -0.236, -0.194, -0.171, -0.180, -0.219, 0.133, 0.137, 0.116, 0.137, -0.239, 0.682, -0.223, -0.187, -0.171, -0.174, -0.194, 0.134, 0.138, 0.138, 0.134],
  "orbital_gap_ev": 7.4962,
  "lumo_ev": -1.516,
  "spin_multiplicity": 1,
  "smiles": "[H]/N=C(\\N)NCCCCC1=C(CCN)C(=O)C(Br)=C(CCO)C1=O.O=S1(=O)OCCO1.O=S1(=O)OCCO1.O=S1(=O)OCCO1"
}

=====

# 5
{
  "formula": "C23H31N3O6S",
  "method": "wB97M-V/def2-TZVPD",
  "elements": ["C", "C", "N", "C", "C", "S", "O", "O", "C", "C", "C", "N", "C", "O", "C", "C", "O", "C", "O", "C", "N", "C", "C", "C", "C", "C", "O", "C", "C", "C", "C", "C", "C", "H", "H", "H", "H", "H", "H", "H", "H", "H", "H", "H", "H", "H", "H", "H", "H", "H", "H", "H", "H", "H", "H", "H", "H", "H", "H", "H", "H", "H", "H", "H"],
  "coordinates": [[5.51, -0.26, 2.81], [4.47, -0.18, 1.69], [4.98, -0.71, 0.44], [5.82, 0.10, -0.41], [5.03, 0.96, -1.40], [4.68, -2.28, 0.07], [4.56, -3.03, 1.29], [5.65, -2.71, -0.90], [3.06, -2.29, -0.72], [2.34, -1.12, -0.79], [1.08, -1.11, -1.39], [0.31, 0.05, -1.51], [0.60, 1.30, -1.08], [1.62, 1.65, -0.52], [-0.54, 2.30, -1.40], [-0.10, 3.72, -1.12], [-1.69, 2.03, -0.58], [-2.58, 1.13, -1.00], [-2.40, 0.42, -1.98], [-3.78, 1.04, -0.20], [-4.73, 0.12, -0.58], [-5.79, 0.16, 0.24], [-6.94, -0.75, 0.00], [-5.54, 1.15, 1.20], [-6.37, 1.59, 2.32], [-7.66, 0.85, 2.58], [-6.04, 2.52, 3.04], [-4.26, 1.71, 0.92], [-3.58, 2.78, 1.68], [0.57, -2.30, -1.90], [1.30, -3.47, -1.81], [2.56, -3.49, -1.22], [3.36, -4.75, -1.10], [5.09, 0.13, 3.73], [6.40, 0.32, 2.55], [5.80, -1.30, 2.95], [3.61, -0.79, 1.96], [4.14, 0.85, 1.53], [6.45, 0.74, 0.22], [6.46, -0.59, -0.96], [4.50, 0.33, -2.11], [4.30, 1.58, -0.88], [5.71, 1.61, -1.95], [2.75, -0.21, -0.39], [-0.60, -0.08, -1.95], [-0.83, 2.17, -2.45], [0.23, 3.80, -0.08], [-0.93, 4.41, -1.29], [0.73, 3.98, -1.76], [-4.60, -0.48, -1.38], [-7.85, -0.19, -0.16], [-7.09, -1.42, 0.84], [-6.75, -1.35, -0.89], [-8.13, 1.27, 3.46], [-7.47, -0.20, 2.73], [-8.33, 0.97, 1.73], [-2.59, 2.97, 1.29], [-3.52, 2.50, 2.73], [-4.18, 3.69, 1.64], [-0.40, -2.30, -2.37], [0.89, -4.38, -2.21], [3.61, -4.93, -0.06], [2.81, -5.60, -1.50], [4.30, -4.64, -1.64]],
  "lowdin_charge": [-0.069, -0.257, -0.284, -0.239, -0.068, 0.681, -0.273, -0.277, -0.190, 0.010, -0.192, 0.151, -0.390, 0.084, -0.243, -0.014, 0.050, -0.401, 0.068, -0.109, 0.139, -0.216, -0.012, -0.064, -0.394, -0.007, 0.078, -0.119, -0.014, -0.004, -0.026, -0.252, -0.044, 0.075, 0.068, 0.071, 0.115, 0.125, 0.119, 0.106, 0.075, 0.060, 0.074, 0.080, 0.109, 0.159, 0.089, 0.088, 0.092, 0.166, 0.084, 0.084, 0.082, 0.086, 0.081, 0.080, 0.069, 0.092, 0.095, 0.115, 0.113, 0.081, 0.081, 0.081],
  "orbital_gap_ev": 8.8663,
  "lumo_ev": 0.344,
  "spin_multiplicity": 1,
  "smiles": "CCN(CC)S(=O)(=O)c1cc(NC(=O)[C@H](C)OC(=O)c2[nH]c(C)c(C(C)=O)c2C)ccc1C"
}

=====

# 6
{
  "formula": "C26H25N2S",
  "method": "wB97M-V/def2-TZVPD",
  "elements": ["C", "C", "N", "C", "N", "C", "C", "C", "C", "S", "H", "H", "H", "H", "H", "H", "H", "H", "H", "H", "H", "H", "C", "C", "C", "C", "C", "C", "C", "C", "C", "C", "C", "C", "C", "C", "C", "C", "C", "C", "C", "H", "H", "H", "H", "H", "H", "H", "H", "H", "H", "H", "H", "H"],
  "coordinates": [[-1.06, 3.60, -1.07], [-0.05, 3.32, 0.03], [-0.55, 2.48, 1.11], [-1.35, 1.52, 0.74], [-1.88, 1.37, -0.52], [-1.55, 2.29, -1.60], [-2.66, 0.24, -0.97], [-3.57, -0.31, 0.11], [-2.76, -0.83, 1.27], [-1.75, 0.44, 2.05], [-1.89, 4.19, -0.68], [-0.60, 4.17, -1.88], [0.81, 2.81, -0.46], [0.32, 4.24, 0.48], [-2.46, 2.41, -2.20], [-0.78, 1.83, -2.24], [-3.27, 0.60, -1.81], [-2.01, -0.55, -1.36], [-4.26, 0.47, 0.45], [-4.16, -1.13, -0.31], [-3.43, -1.16, 2.08], [-2.09, -1.64, 0.98], [0.54, 2.83, 3.92], [1.14, 4.08, 3.55], [2.18, 4.18, 2.59], [2.88, 5.38, 2.40], [2.55, 6.51, 3.17], [1.51, 6.44, 4.10], [0.82, 5.25, 4.29], [-0.73, 2.67, 4.60], [-0.76, 1.37, 5.20], [-1.79, 0.98, 6.05], [-2.84, 1.88, 6.27], [-2.84, 3.15, 5.67], [-1.79, 3.55, 4.82], [0.48, 0.68, 4.85], [1.27, 1.58, 4.05], [2.59, 1.24, 3.76], [3.08, -0.01, 4.15], [2.28, -0.89, 4.90], [0.98, -0.54, 5.28], [2.44, 3.30, 2.00], [3.69, 5.42, 1.67], [3.10, 7.44, 3.03], [1.24, 7.32, 4.70], [0.06, 5.18, 5.07], [-1.75, 0.00, 6.52], [-3.67, 1.60, 6.93], [-3.65, 3.85, 5.87], [-1.79, 4.53, 4.34], [3.23, 1.96, 3.24], [4.10, -0.28, 3.90], [2.69, -1.86, 5.20], [0.36, -1.18, 5.90]],
  "lowdin_charge": [-0.170, -0.243, 0.003, -0.615, -0.093, -0.165, -0.179, -0.230, -0.475, 1.022, 0.122, 0.121, 0.125, 0.097, 0.125, 0.135, 0.124, 0.137, 0.123, 0.124, 0.079, 0.081, 0.040, -0.143, -0.026, -0.042, -0.038, -0.044, 0.006, -0.128, -0.128, 0.011, -0.026, -0.037, 0.010, -0.113, -0.097, 0.027, -0.038, -0.023, 0.012, 0.113, 0.118, 0.120, 0.118, 0.111, 0.122, 0.120, 0.116, 0.124, 0.108, 0.115, 0.119, 0.124],
  "orbital_gap_ev": 5.2002,
  "lumo_ev": -5.395,
  "charge": 1,
  "spin_multiplicity": 1
}

=====

- What is the formula in the second record?
  C5H5NO